This record from OMol25 describes the molecule Cl4O2P2S at a distorted geometry. The level of theory is the ωB97M-V functional and the def2-TZVPD basis.

Each atom is followed by the atoms it is bonded to, with distances in Å.
Geometry (Å):
1 O 1.631 -0.846 -0.239  P2 1.481
2 P 1.203 0.566 -0.368  O1 1.481, Cl3 1.995, Cl4 1.975, O5 1.792
3 Cl 1.787 1.450 -2.058  P2 1.995
4 Cl 1.601 1.723 1.183  P2 1.975
5 O -0.582 0.532 -0.513  P2 1.792, P6 1.667
6 P -1.742 -0.517 0.063  O5 1.667, S7 2.028, Cl8 2.091, Cl9 1.970
7 S -3.750 -0.291 -0.107  P6 2.028
8 Cl -1.128 -0.438 2.061  P6 2.091
9 Cl -0.940 -2.187 -0.605  P6 1.970

Results
- LUMO (eV) = -1.0
- total energy (eV) = -83601.9236
- SMILES = O=P(Cl)(Cl)OP(=S)(Cl)Cl
- Kohn-Sham gap (eV) = 8.7006
- relative energy (zero: lowest compared OMol25 entry of this formula, charge and spin) (kJ/mol) = 106.43
- F_max (eV Å⁻¹) = 4.44